A 11-piece molecular cluster, C24H62N21O16PS overall. Source: OMol25; level of theory: wB97M-V/def2-TZVPD.

Positions of all 125 atoms, in Å:
C1 5.45 1.83 -0.39
C2 4.17 1.86 -1.27
O1 3.27 0.90 -0.74
C3 2.29 0.54 -1.68
C4 1.74 -0.87 -1.29
O2 0.61 -0.72 -0.40
C5 -0.58 -0.69 -1.04
C6 -1.60 -1.32 -0.48
P1 -1.46 -2.22 1.12
N1 -1.45 -1.14 2.24
O3 -0.12 -3.14 1.09
O4 -2.72 -3.26 1.30
C7 -2.95 -1.24 -1.20
O5 -3.71 -2.13 -1.28
C8 -3.23 0.13 -1.85
C9 -4.63 0.71 -1.80
C10 -5.02 1.24 -0.39
C11 -6.56 1.09 -0.15
C12 -4.71 2.77 -0.24
C13 -2.20 0.78 -2.39
S1 -2.27 2.40 -3.13
C14 -0.85 0.04 -2.34
O6 -0.15 0.06 -3.30
H1 6.11 0.99 -0.66
H2 5.18 1.68 0.67
H3 6.02 2.75 -0.55
H4 4.50 1.63 -2.30
H5 3.80 2.91 -1.19
H6 1.42 1.22 -1.59
H7 2.64 0.56 -2.73
H8 1.49 -1.43 -2.20
H9 2.58 -1.40 -0.82
H10 -2.24 -1.27 2.86
H11 0.15 -3.28 0.16
H12 -2.53 -3.69 2.16
H13 -5.31 -0.13 -2.03
H14 -4.75 1.53 -2.52
H15 -4.49 0.68 0.40
H16 -7.08 2.01 -0.46
H17 -6.79 0.85 0.90
H18 -6.96 0.27 -0.78
H19 -4.66 3.26 -1.23
H20 -5.51 3.28 0.31
H21 -3.76 2.93 0.29
H22 -2.24 3.34 -2.14
C15 -8.59 4.16 -2.02
O7 -7.94 3.53 -1.20
N2 -9.89 4.49 -1.82
N3 -8.06 4.60 -3.19
H23 -10.44 5.01 -2.48
H24 -10.32 4.19 -0.97
H25 -7.10 4.37 -3.37
H26 -8.57 5.12 -3.88
C16 0.51 2.11 -6.89
O8 0.79 3.05 -7.62
N4 0.64 0.82 -7.27
N5 0.05 2.29 -5.62
H27 0.42 0.04 -6.68
H28 0.98 0.64 -8.20
H29 -0.05 3.24 -5.30
H30 -0.18 1.54 -4.99
C17 -0.10 -5.15 4.22
O9 -1.12 -4.50 4.04
N6 0.06 -6.42 3.76
N7 0.96 -4.64 4.90
H31 0.89 -6.96 3.91
H32 -0.71 -6.82 3.26
H33 0.87 -3.70 5.24
H34 1.81 -5.14 5.07
C18 4.34 -2.89 3.88
O10 4.04 -4.01 4.30
N8 5.62 -2.49 3.71
N9 3.40 -1.97 3.55
H35 5.88 -1.58 3.37
H36 6.34 -3.14 3.94
H37 2.43 -2.23 3.66
H38 3.62 -1.05 3.20
C19 4.17 2.24 -5.35
O11 4.83 1.80 -4.42
N10 2.87 2.61 -5.23
N11 4.70 2.40 -6.60
H39 2.32 2.97 -5.99
H40 2.45 2.51 -4.33
H41 5.66 2.13 -6.73
H42 4.18 2.75 -7.38
C20 3.90 -1.91 7.97
O12 4.11 -0.98 7.22
N12 4.05 -3.21 7.60
N13 3.49 -1.72 9.27
H43 3.88 -3.99 8.20
H44 4.35 -3.38 6.65
H45 3.37 -0.78 9.58
H46 3.31 -2.48 9.90
C21 -7.74 7.28 0.37
O13 -8.67 7.67 -0.32
N14 -7.34 5.98 0.39
N15 -7.03 8.12 1.19
H47 -6.58 5.64 0.95
H48 -7.84 5.34 -0.20
H49 -7.30 9.09 1.20
H50 -6.27 7.82 1.76
C22 1.34 -2.32 -9.00
O14 1.84 -1.21 -8.91
N16 0.44 -2.80 -8.10
N17 1.66 -3.17 -10.01
H51 0.02 -3.71 -8.16
H52 0.18 -2.20 -7.34
H53 2.32 -2.85 -10.69
H54 1.26 -4.09 -10.11
C23 -0.91 -2.74 8.31
O15 -0.88 -1.83 9.12
N18 0.20 -3.17 7.64
N19 -2.06 -3.42 8.00
H55 0.19 -3.92 6.97
H56 1.06 -2.70 7.83
H57 -2.90 -3.13 8.47
H58 -2.10 -4.17 7.34
C24 8.82 -1.40 2.85
O16 7.79 -0.78 2.66
N20 8.99 -2.68 2.40
N21 9.87 -0.88 3.54
H59 9.83 -3.21 2.55
H60 8.23 -3.09 1.89
H61 9.77 0.06 3.89
H62 10.72 -1.38 3.71

DFT total energy   -4045.342141 Eh
E_LUMO   -0.86 eV
Energy relative to the best compared isomer or geometry (same formula, charge and spin)   0.0 kJ/mol
SMILES   CCOCCOC1=C(P(=N)(O)O)C(=O)C(CC(C)C)=C(S)C1=O.NC(N)=O.NC(N)=O.NC(N)=O.NC(N)=O.NC(N)=O.NC(N)=O.NC(N)=O.NC(N)=O.NC(N)=O.NC(N)=O
HOMO level   -8.54 eV
Frontier orbital gap   7.673 eV
Largest force on an atom   2.803 eV/Å

Atom charges from the Löwdin analysis, given in e for atoms 1 to 4: C -0.07; C -0.26; O -0.14; C -0.19